Entry 1:
ORCA calculation (ωB97M-V/def2-TZVPD) on 2 unconnected molecules or ions with the total composition C6H10O.

XYZ file:
```
17
Properties=species:S:1:pos:R:3:forces:R:3:nbo_charge:R:1
O 2.410250 -0.971194 0.733420 -0.1 0.2 -0.6 -0.5132
C 1.932958 -0.546799 -0.296629 0.2 -0.1 0.3 0.4294
C 0.538805 -0.032290 -0.348461 -0.1 0.0 0.1 -0.1194
C -0.108626 1.117624 -0.141060 0.2 -0.2 0.0 -0.1566
C -1.608500 0.862010 -0.090063 0.0 0.0 0.0 -0.4366
C -1.646484 -0.641356 0.225783 -0.1 0.0 0.0 -0.3818
C -0.446049 -1.170812 -0.553425 -0.1 -0.2 0.0 -0.4251
H 2.455747 -0.700377 -1.264185 0.0 0.1 0.1 0.1208
H 0.319332 2.109229 -0.008122 0.0 -0.3 0.0 0.2197
H -2.081044 1.063012 -1.064050 0.1 0.0 0.1 0.2059
H -2.126970 1.474286 0.655136 0.1 -0.1 -0.1 0.2163
H -1.429666 -0.781312 1.292225 -0.1 0.0 -0.1 0.2071
H -2.586274 -1.144491 -0.012053 0.0 0.1 0.0 0.2112
H -0.057146 -2.128941 -0.196007 -0.2 0.1 0.0 0.2197
H -0.663137 -1.268337 -1.628052 0.0 -0.1 0.2 0.2072
H 2.610395 1.244316 1.400526 0.1 0.2 0.0 0.0236
H 2.734284 1.870091 1.018834 0.0 0.1 0.1 -0.0282
```
Forces are in eV/Å.

Results
SMILES: O=CC1=CCCC1.[H][H]


Entry 2:
ORCA calculation (ωB97M-V/def2-TZVPD) on 12 unconnected molecules or ions with the total composition C63H140B5F20N7 at a distorted geometry.

XYZ file:
```
235
Properties=species:S:1:pos:R:3:forces:R:3:mulliken_charge:R:1
C 4.490098 -0.539108 -6.925760 0.0 0.8 -0.5 -0.9349
C 5.394077 -1.780846 -6.778202 -0.5 1.2 -0.7 -0.5864
C 4.704769 -2.860887 -6.020216 -1.0 -2.1 -1.2 0.2099
C 5.663042 -3.984483 -5.609414 -0.4 0.6 0.2 -1.1454
N 4.951152 -5.073630 -4.842712 1.4 -0.4 0.6 0.6281
C 5.969797 -6.193492 -4.592706 0.3 1.2 -0.2 -0.6654
C 5.601570 -6.831458 -3.259630 0.0 -0.4 -0.6 -0.9060
C 4.604733 -5.885927 -2.538930 0.1 0.2 -0.7 -0.4349
C 4.524464 -4.610596 -3.456941 0.2 -1.0 0.7 -0.2447
C 3.874104 -5.692282 -5.581909 -1.7 1.3 -0.6 -1.1059
H 4.404997 -0.121530 -5.915276 -0.4 0.0 -0.5 -0.0269
H 3.483907 -0.661634 -7.384336 0.6 -0.5 0.4 0.3118
H 4.958707 0.244191 -7.565221 0.0 -0.6 0.5 0.3836
H 6.172925 -1.436274 -6.120083 0.9 0.1 -0.1 0.3115
H 5.774396 -2.096775 -7.766231 0.0 -0.1 0.6 0.4150
H 3.934723 -3.343559 -6.673306 0.4 0.5 0.2 0.4117
H 4.128550 -2.456005 -5.194494 0.3 0.1 0.5 -0.1096
H 6.466055 -3.576251 -4.997854 -0.2 -0.1 0.5 0.2224
H 6.211102 -4.473562 -6.417358 -0.5 0.1 -0.4 0.6319
H 6.046754 -6.806542 -5.514549 -0.3 0.1 0.8 0.4506
H 6.900198 -5.638393 -4.518788 0.3 -0.2 0.2 0.4229
H 5.114988 -7.769016 -3.454752 -0.2 -0.6 0.0 0.3288
H 6.548539 -7.083540 -2.782333 -0.3 0.2 0.5 0.4083
H 3.601659 -6.388344 -2.418333 1.1 0.7 -0.2 0.3898
H 4.942411 -5.594123 -1.549769 0.0 0.0 0.1 0.2402
H 3.494421 -4.290794 -3.393869 -0.1 0.6 -0.7 0.4640
H 5.204502 -3.782209 -3.207184 -0.4 -0.5 0.2 -0.1460
H 3.064380 -4.953251 -5.697949 0.0 -0.6 0.4 0.3564
H 3.581699 -6.600311 -5.097582 -0.4 -0.4 0.4 0.4564
H 4.158655 -5.906860 -6.586614 0.6 -0.3 -0.7 0.3636
C -5.687874 6.906218 -2.817964 -0.1 -1.7 -0.2 -1.3446
C -5.482593 7.001501 -1.334982 -0.3 0.1 0.9 -0.5284
C -4.331361 6.106238 -0.830335 0.6 2.2 0.2 0.2809
C -4.069582 6.469769 0.643559 -0.5 -0.4 0.4 -1.1152
N -3.019729 5.618358 1.316832 1.3 1.9 0.9 0.6504
C -2.551427 6.287098 2.637408 1.1 -1.3 0.0 -0.8890
C -1.111383 5.741646 2.940720 -1.5 -0.8 -0.8 -0.8748
C -0.643268 5.237206 1.553014 0.8 0.9 -0.5 0.3497
C -1.690279 5.649555 0.525474 -1.8 0.2 1.8 -0.6696
C -3.438859 4.243328 1.581467 -0.3 0.0 1.3 -1.4902
H -6.320625 7.642687 -3.276789 -0.7 0.2 0.2 0.4078
H -6.025327 5.881889 -3.018500 -0.3 0.3 -0.5 0.3041
H -4.750372 7.002705 -3.335949 0.7 0.1 -0.1 0.3491
H -6.369686 6.786008 -0.698053 0.2 0.0 -0.8 0.3604
H -5.284013 8.052816 -1.178084 0.5 0.3 0.7 0.3393
H -3.464019 6.358395 -1.474754 -0.2 -0.4 0.5 0.1946
H -4.524129 5.061055 -0.902942 -0.3 -0.8 -0.3 0.1246
H -5.005862 6.299203 1.222035 0.6 0.2 -0.3 0.3524
H -3.764797 7.518484 0.810753 -0.1 -0.5 -0.4 0.3283
H -3.189400 6.035406 3.450078 -0.9 -0.1 0.3 0.5281
H -2.481558 7.336821 2.508241 -0.3 1.0 -0.5 0.5821
H -1.203086 4.917013 3.673655 0.3 0.5 -0.4 0.3411
H -0.468417 6.511819 3.330669 0.1 0.3 0.2 0.3840
H -0.482031 4.169515 1.563038 0.2 -0.2 -0.2 -0.5031
H 0.271789 5.773125 1.224982 -0.2 -0.7 0.4 0.4051
H -1.909410 4.977950 -0.268747 0.7 -0.2 -1.1 0.2644
H -1.640175 6.716214 0.287883 0.4 -0.3 -0.5 0.5014
H -3.684654 3.741576 0.669186 -0.1 -0.3 -0.5 0.1159
H -4.247229 4.251497 2.327897 0.0 0.0 -0.6 0.6381
H -2.627047 3.763887 2.112344 0.1 -0.4 -0.2 0.4299
C -7.731915 -4.308142 -4.425387 -1.5 -0.3 0.9 -1.4175
C -6.800507 -3.225433 -4.789469 0.6 -0.1 -1.7 -0.5407
C -5.495504 -3.151665 -4.028544 -0.3 0.6 0.8 0.1297
C -4.762272 -1.989409 -4.664234 1.2 0.4 1.2 -1.1696
N -3.597439 -1.471080 -3.738338 -1.1 -1.3 -0.6 1.3005
C -2.983789 -0.269974 -4.315421 -0.9 2.3 -0.8 -1.6274
C -1.576510 -0.342116 -3.913095 1.7 0.1 0.4 1.4635
C -1.301764 -1.741878 -4.309447 1.3 -1.9 -0.1 -0.9410
C -2.468112 -2.533143 -3.806475 -0.4 1.6 0.6 0.4336
C -3.993750 -1.107802 -2.336799 0.6 0.4 -0.6 -0.9501
H -8.658509 -4.123937 -4.995426 0.3 -0.6 0.1 0.3897
H -8.052639 -4.253487 -3.358767 0.5 -0.3 -0.6 0.3260
H -7.298795 -5.277991 -4.665168 -0.3 -0.1 0.1 0.3533
H -7.259691 -2.268017 -4.622615 -0.5 0.5 -0.1 0.3735
H -6.658621 -3.323348 -5.910820 0.3 0.3 1.1 0.3073
H -4.870699 -4.054842 -4.017485 -0.3 0.1 0.0 0.3371
H -5.782750 -2.907822 -2.965630 0.5 -0.3 -0.9 0.0404
H -5.415568 -1.132775 -4.877065 0.2 -0.2 0.2 0.4539
H -4.280434 -2.311598 -5.602270 -0.1 0.3 0.3 0.4887
H -3.434721 0.680217 -3.987820 -0.3 -0.7 0.0 0.2424
H -3.072568 -0.300719 -5.406334 0.0 -0.2 0.1 0.5331
H -1.447837 -0.168298 -2.807530 0.1 -0.3 -1.4 -1.3144
H -0.908174 0.302427 -4.491410 -0.3 0.3 0.4 0.7509
H -0.427499 -2.140046 -3.754864 0.0 0.1 -1.0 0.0463
H -1.305804 -1.891155 -5.412126 0.8 0.4 0.6 0.4270
H -2.188043 -2.898800 -2.838850 -0.8 -0.4 0.2 -0.7148
H -2.816048 -3.230936 -4.509631 -0.2 -1.4 -0.4 0.6228
H -4.362322 -1.909172 -1.720005 0.1 -0.2 -0.3 0.5978
H -4.666302 -0.288782 -2.430077 -0.9 0.5 0.0 0.6567
H -3.097439 -0.644741 -1.927347 -0.1 -0.4 0.3 -0.6003
C 3.595909 4.759121 1.274719 0.0 -0.3 0.3 -1.2962
C 4.284300 3.723359 0.368697 0.8 0.0 1.0 -0.8357
C 3.439006 2.541631 -0.067241 -0.6 -0.4 0.5 0.7811
C 2.173291 2.972155 -0.792975 0.1 0.8 -0.8 0.5522
N 2.274421 2.778049 -2.308230 -0.8 0.0 0.0 0.8976
C 3.587251 3.228803 -2.896367 -1.4 1.9 -0.6 -0.6789
C 3.366290 4.794368 -2.987536 0.3 -1.7 -0.1 -0.7505
C 1.875822 5.006887 -3.242985 -0.6 0.0 0.2 -0.6369
C 1.230380 3.612545 -3.106469 1.1 -0.5 0.3 -0.2520
C 2.010298 1.379473 -2.666344 0.9 -1.3 1.1 -0.1619
H 2.868234 5.416429 0.783803 0.1 -0.2 0.0 0.2428
H 4.336429 5.383248 1.769837 0.2 0.2 -0.3 0.5293
H 3.125136 4.258038 2.120427 -0.4 -0.2 -0.1 0.2466
H 5.091229 3.288259 0.990712 -0.1 0.3 -0.4 0.4260
H 4.762999 4.240555 -0.451736 0.2 0.1 -0.4 0.2912
H 3.138027 2.032584 0.856746 0.0 0.0 -0.2 -0.0973
H 4.015864 1.778452 -0.628266 -0.3 0.5 0.2 -0.5248
H 2.006172 4.040332 -0.683267 0.2 0.3 0.1 0.4872
H 1.231554 2.569500 -0.419386 0.1 -0.6 -0.4 -0.7665
H 3.578389 2.792022 -3.871237 0.2 -0.2 -0.8 0.5592
H 4.478459 2.881309 -2.412653 0.1 -0.1 0.7 0.3669
H 3.945278 5.246145 -3.772219 0.5 0.1 -0.1 0.5769
H 3.657759 5.177774 -2.031072 0.2 0.6 0.4 0.1210
H 1.669442 5.449411 -4.230063 0.1 -0.3 0.3 0.4265
H 1.508217 5.724607 -2.504587 -0.3 -0.2 -0.1 0.2961
H 1.256373 3.049520 -4.057140 -0.5 0.8 0.2 0.4351
H 0.261487 3.481442 -2.608064 0.2 0.3 -0.2 -0.1463
H 1.047980 1.062427 -2.274394 -0.2 0.2 0.1 -0.6741
H 2.810525 0.748343 -2.210195 -0.6 0.3 -0.6 -0.2056
H 2.000084 1.286894 -3.740492 0.2 -0.2 -0.3 0.7441
C -6.942479 -2.129389 9.721234 0.3 -1.5 -0.2 -1.0903
C -7.673318 -2.625410 8.472830 -0.6 -0.2 0.7 -0.8215
C -7.182135 -1.950460 7.199275 -1.2 -2.4 0.3 -0.4257
C -7.579690 -0.533925 7.201269 0.3 1.1 -0.2 -0.9416
N -7.568020 0.133068 5.858677 1.2 -0.7 -0.4 0.4440
C -8.760891 -0.343911 5.074857 -1.1 1.0 1.0 -0.5615
C -9.042883 0.804272 4.109947 1.3 0.2 -0.7 -0.9078
C -8.326109 2.102696 4.675888 -1.0 -2.2 0.7 -0.3380
C -7.733622 1.611668 6.027145 0.8 0.9 -1.2 -0.5766
C -6.284220 -0.161441 5.124556 1.3 -1.0 0.4 -1.2327
H -6.049465 -2.778992 9.766607 0.0 0.7 0.3 0.2964
H -7.556583 -2.447263 10.568215 0.3 0.7 0.2 0.3304
H -6.643064 -1.079135 9.686781 -0.3 -0.2 0.4 0.3342
H -8.766967 -2.471055 8.577216 0.4 -0.1 -0.1 0.4054
H -7.492167 -3.724571 8.439697 -0.3 0.7 -0.3 0.3827
H -7.702723 -2.532565 6.422333 0.5 0.4 -0.3 0.2837
H -6.125498 -2.156845 7.211208 0.5 0.3 -0.6 0.3890
H -6.875145 0.028503 7.779140 0.3 0.5 0.6 0.5827
H -8.592324 -0.378086 7.598284 0.3 -0.1 0.0 0.3692
H -8.630186 -1.335333 4.636248 0.3 0.3 0.1 0.3969
H -9.542609 -0.398611 5.876014 0.3 -0.1 -1.0 0.4102
H -8.615646 0.564732 3.133539 0.1 0.0 0.0 0.4025
H -10.076643 0.967769 3.901818 -0.8 0.0 0.3 0.4276
H -7.550074 2.391260 3.998788 0.3 0.5 -0.1 -0.0613
H -9.108139 2.828671 4.819716 0.2 0.6 0.1 0.5526
H -6.731361 2.103861 6.222234 -1.2 -0.8 0.1 0.2936
H -8.427122 1.688557 6.844879 -0.2 0.5 0.4 0.5004
H -5.373419 0.376294 5.525005 -1.4 -0.2 -0.3 0.2226
H -6.381117 0.006211 4.056922 -0.2 0.4 0.1 0.4491
H -6.077549 -1.242453 5.254027 -0.2 0.6 -0.2 0.4485
C 10.088189 0.669025 4.426231 1.8 0.5 0.0 -1.2781
C 9.573572 -0.656554 4.846698 -0.9 -1.4 -1.5 -0.4712
C 8.317397 -0.902214 3.965872 -0.5 -0.3 1.2 -0.2814
C 8.670987 -1.134918 2.535768 -0.3 0.7 -1.4 -0.7230
N 7.479570 -1.394463 1.645002 0.4 -1.2 -0.9 0.7312
C 6.620053 -2.506543 2.246082 0.9 0.3 0.4 -1.5908
C 5.842960 -3.050736 1.119848 -1.0 0.5 -0.2 0.2660
C 6.783298 -3.065414 -0.057753 0.9 -1.3 0.9 0.4282
C 7.841545 -1.992167 0.213809 -0.2 0.2 1.3 -1.0425
C 6.751131 -0.095020 1.393651 -1.2 -1.8 -0.7 -0.6437
H 10.372660 0.678365 3.371925 -0.2 0.1 0.0 0.3403
H 11.025100 0.880871 4.912624 0.4 0.2 0.4 0.4392
H 9.444383 1.501097 4.629510 -0.6 0.3 0.1 0.3338
H 9.263341 -0.743078 5.878981 0.2 0.2 0.3 0.3490
H 10.306899 -1.461313 4.613148 -0.3 0.5 0.4 0.2855
H 7.676684 -0.019854 4.106376 -0.1 -0.3 -0.2 0.2514
H 7.753310 -1.781164 4.316234 0.2 0.4 0.1 0.4123
H 9.229171 -2.027149 2.418209 1.0 -0.8 0.1 0.2935
H 9.212299 -0.289166 2.070363 -0.2 -0.5 0.3 0.3431
H 6.136054 -2.050718 3.055264 -1.6 0.6 0.8 0.7103
H 7.188212 -3.281947 2.758149 1.0 0.1 -0.5 0.4160
H 5.055763 -2.354454 0.919619 -0.7 0.3 -0.1 -0.5177
H 5.385041 -4.016998 1.301714 0.0 -0.1 0.2 0.8480
H 6.205628 -2.943089 -0.938858 0.0 0.2 -1.0 -0.6807
H 7.265491 -4.072731 -0.014378 -0.1 0.8 -0.6 0.4462
H 7.838107 -1.114706 -0.405726 0.1 -0.1 -0.7 0.5093
H 8.817294 -2.468212 0.242474 0.2 0.4 0.2 0.3521
H 6.252862 -0.173200 0.414975 0.1 0.1 0.4 -0.0266
H 7.483241 0.668407 1.353839 0.5 0.9 0.2 0.4414
H 5.983073 0.010126 2.134455 -0.1 0.5 0.6 0.1374
C 2.430555 -3.725036 -0.104333 -1.1 0.7 1.0 -1.2865
C 1.923676 -2.414027 -0.750777 0.3 0.6 0.0 1.4952
C 1.346473 -1.312001 0.149967 -1.0 -0.7 0.6 2.6568
C 0.375513 -1.873978 1.213776 -0.2 -1.0 -0.5 -1.5022
N -0.871299 -1.030386 1.522284 2.2 0.2 -2.1 0.7872
C -1.726035 -1.701825 2.464188 -1.3 0.3 1.2 -0.8706
C -3.085369 -0.946834 2.324773 0.5 -0.6 1.0 -0.3647
C -2.970973 -0.163257 1.027747 0.6 -0.4 -0.9 -0.0831
C -1.780396 -0.832696 0.325990 -0.3 0.1 -0.4 0.8314
C -0.350702 0.313373 1.927979 -0.6 -0.4 1.2 -0.3067
H 2.809671 -3.727649 0.944850 -0.2 0.6 -0.8 0.2301
H 3.208787 -4.070674 -0.744069 0.5 -0.8 -0.4 -0.1487
H 1.558635 -4.374532 -0.096335 0.3 -0.6 -0.1 0.5665
H 1.139736 -2.699524 -1.492869 0.6 0.2 0.4 -0.4203
H 2.759912 -1.939072 -1.286809 -0.5 -0.3 0.1 -1.0601
H 0.784303 -0.626707 -0.460844 -0.2 0.4 -0.6 -1.0588
H 2.102954 -0.739963 0.646420 0.6 0.2 0.3 -0.2754
H 0.936502 -2.100001 2.145393 -0.7 0.4 -0.3 0.2827
H -0.060384 -2.806074 0.819648 0.2 0.2 0.2 0.5130
H -1.298392 -1.656333 3.482299 -0.2 -0.2 -0.6 0.6755
H -1.868064 -2.710474 2.115006 0.3 -0.5 0.0 0.2167
H -3.170745 -0.382045 3.234769 -0.4 0.9 0.1 -0.2675
H -3.910010 -1.674984 2.336004 0.3 0.3 -0.3 0.5908
H -2.744995 0.886831 1.023076 -0.3 0.5 0.8 -0.7843
H -3.842442 -0.271483 0.432986 -0.9 -0.1 -0.6 0.9902
H -1.243888 -0.205471 -0.403453 -0.4 -0.1 0.3 -0.5227
H -2.099258 -1.766424 -0.189883 0.7 0.4 0.9 -0.2233
H 0.143502 0.744856 1.082137 0.5 0.1 -0.2 0.2298
H 0.252248 0.132365 2.800484 0.9 0.1 0.0 0.4893
H -1.104030 0.996572 2.282565 -0.7 0.0 -0.2 -0.1186
B -4.089694 2.827690 4.589193 -0.5 1.1 0.0 -0.0936
F -3.725073 4.246758 4.536988 -0.7 -1.3 0.1 -0.2277
F -5.410842 2.604751 3.991968 1.1 0.4 0.5 -0.2918
F -3.160699 2.145956 3.815292 0.2 -0.4 0.0 0.0440
F -4.131701 2.406938 5.923507 -0.1 -0.1 -0.5 -0.3385
B -2.611543 -4.254222 -0.949531 -0.4 -0.8 -0.8 0.2661
F -1.488871 -3.438822 -1.237423 0.6 0.2 -0.3 -0.4381
F -2.918308 -5.099556 -2.068243 0.1 1.0 0.7 -0.3882
F -2.289708 -5.009536 0.129828 -0.1 -0.4 0.9 -0.3524
F -3.689083 -3.351149 -0.685118 0.1 -0.6 0.1 -0.4001
B -2.386792 2.635896 -1.755046 1.3 0.2 0.3 -0.4091
F -3.539644 2.035943 -1.308821 -0.2 -0.5 0.2 -0.1892
F -2.647480 3.954466 -2.101806 0.1 0.1 -0.5 -0.2006
F -1.390524 2.729096 -0.662067 -0.5 -0.6 -0.7 -0.0210
F -1.798150 1.875268 -2.828944 -0.4 1.4 1.1 0.2234
B 3.472911 -0.297654 3.304087 -0.8 0.1 -1.2 -0.0236
F 2.420814 -0.788600 4.047635 -0.2 0.2 0.7 -0.3165
F 4.621605 0.020980 4.027153 -0.3 0.1 -0.3 -0.3039
F 3.770447 -1.340512 2.371646 0.4 0.4 -0.2 -0.1694
F 2.954453 0.850166 2.523241 0.8 -0.8 0.8 -0.3665
B 5.091592 -0.888176 -2.928523 -1.1 -0.1 -0.9 0.3646
F 5.178049 -0.032601 -4.083218 0.7 -0.9 1.1 -0.3834
F 5.245193 -0.127523 -1.788729 0.3 0.3 0.5 -0.2898
F 3.766968 -1.432968 -2.960732 0.4 0.1 -0.2 -0.3199
F 5.972905 -2.016049 -2.887162 0.1 1.0 -0.5 -0.5487
```
Forces are in eV/Å.

Results
Total charge: +2


Entry 3:
ORCA calculation (ωB97M-V/def2-TZVPD) on a molecular structure, C7H10O at a distorted geometry.

XYZ file:
```
18
Properties=species:S:1:pos:R:3:forces:R:3:nbo_charge:R:1
C 0.203195 -0.198404 -0.176514 -4.9 1.7 2.6 0.1492
C -1.236354 -0.776174 -0.574288 -2.0 -0.1 -1.9 -0.1379
C -2.542351 -0.822421 0.071216 9.3 1.2 -1.1 -0.4199
C 1.546427 -0.624331 -0.683417 1.4 -1.1 1.2 -0.2839
C 2.505930 -0.892677 0.284871 -0.5 -0.6 0.9 -0.4040
C 0.133720 1.443565 -0.604884 -1.1 -2.0 3.3 -0.1667
C -0.130138 2.400780 0.316039 2.7 0.4 -1.6 -0.4352
H -0.920430 -1.162188 1.433898 4.6 3.7 -1.0 0.4824
H -1.177294 -1.108879 -1.622740 -0.6 0.1 0.1 0.1791
H -2.350308 -0.656016 1.094591 -1.5 0.7 1.4 0.1815
H -3.290836 -1.292942 -0.401548 -2.7 -1.4 -1.3 0.2131
H 1.486800 -0.615530 -1.782905 1.2 0.1 0.4 0.2167
H 1.807601 -1.008113 1.321875 2.9 0.6 -2.4 0.2646
H 3.854213 -1.091504 0.330811 -4.9 0.6 -0.7 0.2464
H 0.119954 1.298417 -1.616855 0.8 1.4 -2.8 0.1868
H -0.380960 1.844710 1.246823 0.5 1.5 0.1 0.2439
H 0.353203 3.555766 0.136184 -2.3 -3.3 0.7 0.2399
O 0.017625 -0.294066 1.226844 -2.7 -3.1 2.1 -0.7559
```
Forces are in eV/Å.


no.,lowest unoccupied orbital energy (eV),frontier orbital gap (eV)
1,1.006,10.511
2,-2.789,11.261
3,0.644,9.717